[1]
Below is 2 unconnected molecules or ions with the total composition CF3NO4S, with properties calculated with wB97M-V/def2-TZVPD.

Summary:
LUMO (alpha / beta) = -0.067 / -0.102 Eh
Calculated total energy = -1091.39077 Ha
Energy relative to the best compared isomer or geometry (same formula, charge and spin) = 254.6 kJ/mol
E_HOMO (alpha / beta) = -0.373 / -0.371 hartree
Orbital gap (alpha / beta) = 8.316 / 7.316 eV

Last column: natural (NBO) charge in e.
Geometry (Å):
C -1.55374 0.69432 0.49886  0.99
N 1.13739 -0.60675 -1.28087  0.45
O 1.05596 0.42995 -1.76343  -0.26
O 1.46745 -1.70722 -1.61654  -0.30
O 1.07854 -1.54022 1.46324  -0.84
O 1.65574 0.79299 0.84855  -0.88
F -1.71276 0.08398 -0.63757  -0.30
F -2.42685 0.23665 1.37775  -0.29
F -1.49509 1.97790 0.40069  -0.27
S 0.79337 -0.36160 0.70933  1.70


[2]
Below is a single CF3O2P molecule, with properties calculated with wB97M-V/def2-TZVPD.

Summary:
LUMO = -0.013 Eh
SMILES string = O=POC(F)(F)F
Calculated total energy = -829.56339 Ha
Energy relative to the best compared isomer or geometry (same formula, charge and spin) = 65.7 kJ/mol
E_HOMO = -0.408 hartree
Orbital gap = 10.758 eV

Last column: natural (NBO) charge in e.
Geometry (Å):
O -2.71431 -0.53303 -0.69655  -1.00
P -1.45994 -0.04034 -1.09025  1.54
O -0.66397 -0.14190 0.37173  -0.85
C 0.91954 0.14158 0.35060  1.19
F 1.09146 1.28410 0.99872  -0.29
F 1.30935 0.18229 -0.90115  -0.30
F 1.51787 -0.89270 0.96690  -0.30


[3]
Below is a molecular structure, CF5Li2O3P, with properties calculated with wB97M-V/def2-TZVPD.

Summary:
LUMO = -0.044 Eh
Calculated total energy = -1119.89632 Ha
Energy relative to the best compared isomer or geometry (same formula, charge and spin) = 5.1 kJ/mol
E_HOMO = -0.405 hartree
Orbital gap = 9.805 eV

Last column: natural (NBO) charge in e.
Geometry (Å):
P -0.38950 0.80631 1.03375  2.63
F -1.91612 1.28994 1.06773  -0.56
F 1.95081 0.64778 0.60529  -0.84
F -0.47900 0.24156 2.54600  -0.54
F 0.25582 2.16811 1.59222  -0.53
F -0.22315 1.46571 -0.49058  -0.61
O -0.61548 -0.70944 0.46071  -0.78
O -0.90394 -2.33238 -1.01401  -0.74
C -0.24595 -1.33210 -0.72736  0.99
O 0.71275 -0.86489 -1.38837  -0.91
Li 0.26889 -2.17636 -2.48709  0.96
Li 1.58488 0.79578 -1.19828  0.96


[4]
Below is a molecular structure, CF5LiO3PSm, with properties calculated with wB97M-V/def2-TZVPD.

Summary:
LUMO (alpha / beta) = -0.440 / -0.361 Eh
Calculated total energy = -1769.65320 Ha
Multiplicity = 6
Net charge = +2
E_HOMO (alpha / beta) = -0.742 / -0.742 hartree
Orbital gap (alpha / beta) = 8.228 / 10.385 eV

Last column: Mulliken spin population.
Geometry (Å):
P -0.69114 1.48960 0.37330  0.00
F -0.14911 2.25985 1.62040  0.00
F -2.04077 -3.45048 1.38992  -0.03
F -0.93506 2.85033 -0.41616  0.00
F -2.21776 1.15053 0.33310  0.00
F -0.51542 0.08621 1.31546  0.00
O 0.32667 0.99491 -0.73331  0.00
O 2.00427 0.07011 -1.81979  0.00
C 1.11404 -0.12116 -1.01114  0.00
O 0.84925 -1.22645 -0.47511  0.00
Li 2.58674 -1.82593 -1.77045  0.00
Sm -0.33172 -2.27752 1.19377  5.03


[5]
Below is a gas-phase ion, CFN4 (charge -1), with properties calculated with wB97M-V/def2-TZVPD.

Summary:
LUMO = 0.172 Eh
Calculated total energy = -357.02742 Ha
Energy relative to the best compared isomer or geometry (same formula, charge and spin) = 0.0 kJ/mol
Net charge = -1
E_HOMO = -0.176 hartree
Orbital gap = 9.458 eV

Last column: natural (NBO) charge in e.
Geometry (Å):
C 0.30660 0.52172 0.29295  0.57
N -1.11348 -0.90964 -0.19454  -0.17
N -0.91760 0.13061 0.61455  -0.44
N 0.87254 -0.20703 -0.65768  -0.44
N -0.07052 -1.10592 -0.93653  -0.17
F 0.92247 1.57026 0.88125  -0.34


[6]
Below is 4 unconnected molecules or ions with the total composition CH10N2O3, with properties calculated with wB97M-V/def2-TZVPD.

Summary:
LUMO = 0.029 Eh
SMILES string = [H]/N=C/N.O.O.O
Calculated total energy = -379.33657 Ha
Energy relative to the best compared isomer or geometry (same formula, charge and spin) = 29.2 kJ/mol
E_HOMO = -0.362 hartree
Orbital gap = 10.645 eV

Last column: natural (NBO) charge in e.
Geometry (Å):
H -1.51538 2.28465 0.42329  0.36
N -1.09882 1.36915 0.35115  -0.81
C -1.13459 0.76671 1.47950  0.31
N -0.46241 -0.37316 1.74599  -0.81
H -1.67526 1.12927 2.35714  0.15
H -0.07096 -0.58315 2.64681  0.40
H -0.01931 -0.92196 1.03166  0.41
O 1.36769 -0.12499 -1.41883  -0.99
H 0.64863 -0.07579 -2.07972  0.51
H 0.98395 0.44620 -0.71529  0.48
O -1.17112 0.21245 -2.41956  -0.97
H -1.23072 0.46528 -1.50090  0.50
H -1.41272 0.96691 -2.94825  0.48
O 2.34840 -1.68394 0.69708  -0.98
H 2.46893 -2.62178 0.42629  0.47
H 1.97367 -1.25583 -0.07634  0.49


[7]
Below is 4 unconnected molecules or ions with the total composition CH10N2O3, with properties calculated with wB97M-V/def2-TZVPD.

Summary:
LUMO = 0.028 Eh
SMILES string = [H]/N=C/N.O.O.O
Calculated total energy = -379.32155 Ha
Energy relative to the best compared isomer or geometry (same formula, charge and spin) = 68.7 kJ/mol
E_HOMO = -0.335 hartree
Orbital gap = 9.884 eV

Last column: natural (NBO) charge in e.
Geometry (Å):
H -3.14535 0.15078 -0.38001  0.35
N -2.32050 -0.27851 -0.78534  -0.81
C -1.39932 -0.46867 0.09661  0.28
N -0.60784 -1.54799 0.07654  -0.79
H -1.30805 0.22643 0.93873  0.15
H 0.18666 -1.61249 0.69844  0.43
H -0.83944 -2.27393 -0.56822  0.40
O 1.88176 1.01529 0.15343  -0.97
H 1.20582 1.05513 -0.49201  0.49
H 2.57701 1.48425 -0.31806  0.48
O 0.18147 1.33343 -2.05520  -0.97
H -0.50736 0.90249 -1.51680  0.49
H -0.35537 1.88782 -2.63026  0.48
O 1.55795 -0.99225 2.29530  -0.97
H 0.93628 -0.49487 2.83040  0.47
H 1.95625 -0.38693 1.65645  0.50


[8]
Below is 2 unconnected molecules or ions with the total composition CH10N3, with properties calculated with wB97M-V/def2-TZVPD.

Summary:
LUMO = -0.136 Eh
Calculated total energy = -208.10594 Ha
Energy relative to the best compared isomer or geometry (same formula, charge and spin) = 75.0 kJ/mol
Net charge = +1
E_HOMO = -0.472 hartree
Orbital gap = 9.142 eV

Last column: natural (NBO) charge in e.
Geometry (Å):
N -0.19510 -1.30540 2.66584  -1.10
H -0.27192 -0.38841 3.07367  0.36
H -0.50338 1.92013 -0.47434  0.44
H 0.40457 -1.90167 3.21923  0.37
H -1.09895 -1.75311 2.61649  0.36
N 0.02029 1.64165 -1.30772  -0.68
C -0.14127 0.13913 -1.56207  -0.04
N 0.43596 -0.48185 -0.40896  -0.83
H -0.33863 2.25473 -2.04420  0.44
H 0.98567 1.86252 -1.08640  0.44
H -1.20645 -0.02586 -1.47505  0.22
H 0.34208 -0.03540 -2.52165  0.20
H 1.45270 -0.49850 -0.42995  0.38
H 0.11444 -1.42795 -0.26490  0.42